Below is a 10-piece molecular cluster, C72H160BClF4N8 overall, with properties calculated with ωB97M-V/def2-TZVPD.

Structure (XYZ):
```
246
Properties=species:S:1:pos:R:3:mulliken_charge:R:1
C 5.934 2.217 -5.154 -1.58
C 4.592 1.713 -4.576 0.18
C 3.903 0.842 -5.663 -0.90
N 2.451 0.368 -5.274 0.22
C 2.589 -0.591 -4.116 -1.10
C 1.315 -1.416 -3.806 1.22
C 0.675 -1.842 -5.138 -0.68
C 0.557 -0.830 -6.299 -0.46
C 1.818 -0.138 -6.574 -0.65
C 1.593 1.502 -4.791 -0.86
H 6.381 1.366 -5.668 0.40
H 6.607 2.649 -4.413 0.39
H 5.888 2.984 -5.927 0.40
H 4.065 2.615 -4.264 0.24
H 4.892 1.143 -3.697 0.25
H 4.397 -0.091 -5.937 0.64
H 3.728 1.362 -6.604 0.41
H 3.325 -1.306 -4.481 0.42
H 2.906 -0.097 -3.197 0.36
H 1.592 -2.237 -3.146 -0.76
H 0.627 -0.897 -3.139 -0.25
H 1.315 -2.680 -5.415 0.34
H -0.278 -2.261 -4.817 0.54
H 0.308 -1.421 -7.181 0.56
H -0.293 -0.146 -6.301 -0.33
H 2.604 -0.751 -7.014 0.54
H 1.662 0.697 -7.258 0.44
H 0.612 1.118 -4.512 0.03
H 1.704 2.292 -5.534 0.45
H 2.127 1.836 -3.901 0.24
C -2.127 1.975 -3.035 -1.64
C -2.286 1.933 -4.572 1.48
C -2.376 3.353 -5.134 -1.47
N -2.541 3.651 -6.653 0.27
C -1.287 3.004 -7.426 -0.61
C -1.493 3.071 -8.990 -0.90
C -2.886 2.548 -9.414 -0.68
C -4.066 3.237 -8.715 -0.85
C -3.883 3.062 -7.156 -0.53
C -2.396 5.162 -6.912 -0.88
H -1.239 2.546 -2.766 0.33
H -2.114 0.984 -2.583 0.15
H -2.948 2.488 -2.534 0.78
H -3.197 1.398 -4.839 0.49
H -1.552 1.297 -5.068 -0.89
H -1.487 3.927 -4.872 0.39
H -3.155 3.900 -4.602 0.47
H -1.353 1.965 -7.104 0.38
H -0.383 3.427 -6.989 0.45
H -0.657 2.523 -9.424 0.51
H -1.430 4.079 -9.398 0.37
H -2.932 1.487 -9.171 0.31
H -3.061 2.420 -10.482 0.43
H -5.034 2.842 -9.021 0.49
H -4.120 4.291 -8.987 0.28
H -3.943 1.992 -6.954 0.34
H -4.675 3.372 -6.474 0.53
H -1.390 5.462 -6.621 0.35
H -3.122 5.603 -6.229 0.33
H -2.564 5.435 -7.954 0.47
C -0.391 2.755 0.063 -0.09
C -1.238 3.988 -0.246 0.06
C -1.525 4.715 1.119 -1.06
N -2.135 6.158 0.812 0.49
C -3.419 5.996 -0.153 -0.37
C -4.205 7.286 -0.270 -0.76
C -4.488 8.005 1.043 -0.78
C -3.242 8.237 1.959 -0.66
C -2.398 6.948 2.132 -0.71
C -1.115 7.091 0.036 -0.91
H 0.345 2.889 0.856 0.17
H -0.067 2.213 -0.825 0.11
H -1.038 1.984 0.482 -0.55
H -2.176 3.589 -0.629 0.12
H -0.781 4.530 -1.074 0.54
H -0.672 4.773 1.796 0.52
H -2.370 4.300 1.668 0.32
H -4.129 5.373 0.390 0.34
H -3.182 5.586 -1.135 0.27
H -5.190 7.083 -0.691 0.41
H -3.820 7.984 -1.013 0.38
H -5.297 7.564 1.624 0.33
H -4.934 8.963 0.772 0.39
H -3.558 8.575 2.946 0.41
H -2.700 9.060 1.493 0.35
H -3.000 6.231 2.690 0.35
H -1.449 7.164 2.623 0.46
H -0.408 6.597 -0.630 0.27
H -0.509 7.714 0.695 0.36
H -1.730 7.847 -0.451 0.38
C 5.995 -5.789 5.447 -1.43
C 4.752 -4.957 5.790 -0.43
C 3.758 -4.944 4.611 0.09
N 2.384 -4.362 5.061 0.61
C 1.449 -4.455 3.803 -1.55
C 1.808 -3.373 2.644 1.27
C 1.869 -1.975 3.246 1.96
C 2.896 -1.968 4.460 0.11
C 2.401 -2.889 5.554 -1.31
C 1.747 -5.224 6.133 -1.10
H 5.788 -6.822 5.166 0.37
H 6.679 -5.835 6.295 0.43
H 6.650 -5.293 4.731 0.33
H 5.199 -4.017 6.114 0.24
H 4.267 -5.367 6.675 0.34
H 3.445 -5.867 4.122 0.38
H 4.028 -4.201 3.860 -0.10
H 1.600 -5.447 3.378 0.47
H 0.410 -4.379 4.123 0.24
H 2.705 -3.643 2.086 0.11
H 1.013 -3.322 1.900 -0.97
H 2.130 -1.329 2.408 -0.82
H 0.846 -1.742 3.541 -0.68
H 3.949 -2.087 4.208 0.16
H 2.807 -1.008 4.968 0.29
H 3.015 -2.683 6.431 0.45
H 1.420 -2.594 5.928 0.41
H 2.256 -5.040 7.079 0.46
H 1.916 -6.260 5.839 0.34
H 0.713 -4.891 6.221 0.38
C -8.340 -3.909 0.945 -1.44
C -7.167 -2.917 0.741 0.01
C -6.669 -2.952 -0.725 -0.78
N -5.502 -2.045 -1.059 0.52
C -5.057 -2.392 -2.542 -0.93
C -3.728 -1.786 -3.027 -0.74
C -2.551 -2.213 -1.980 0.92
C -2.978 -1.788 -0.582 1.02
C -4.338 -2.373 -0.001 -1.54
C -5.812 -0.541 -0.930 -0.85
H -8.207 -4.856 0.421 0.39
H -9.266 -3.511 0.531 0.39
H -8.409 -4.217 1.988 0.37
H -6.375 -3.274 1.399 0.19
H -7.537 -1.945 1.067 0.24
H -7.512 -2.690 -1.364 0.50
H -6.390 -3.975 -0.976 0.40
H -4.876 -3.466 -2.565 0.37
H -5.915 -2.155 -3.171 0.55
H -3.482 -2.261 -3.976 0.67
H -3.807 -0.705 -3.142 0.02
H -2.555 -3.303 -2.004 0.04
H -1.635 -1.766 -2.366 -0.87
H -2.207 -2.059 0.140 -0.33
H -3.047 -0.701 -0.540 0.15
H -4.172 -3.422 0.241 0.50
H -4.621 -1.885 0.932 0.51
H -6.530 -0.237 -1.693 0.32
H -4.925 0.072 -1.089 0.29
H -6.166 -0.397 0.090 0.34
C -1.778 -4.377 2.149 -1.26
C -1.200 -5.511 1.356 -1.35
C -0.845 -5.141 -0.105 0.30
N 0.147 -6.233 -0.687 0.41
C -0.015 -6.129 -2.208 -1.17
C 0.842 -4.982 -2.799 0.51
C 2.341 -5.116 -2.322 -1.58
C 2.366 -5.005 -0.796 0.66
C 1.623 -6.135 -0.201 -1.12
C -0.340 -7.649 -0.269 -1.01
H -1.203 -3.453 2.072 -0.17
H -1.796 -4.744 3.175 0.59
H -2.809 -4.171 1.861 0.52
H -2.068 -6.171 1.346 0.56
H -0.416 -6.001 1.932 0.58
H -0.389 -4.157 -0.220 -0.12
H -1.737 -5.185 -0.730 0.38
H -1.084 -6.125 -2.417 0.53
H 0.421 -7.000 -2.696 0.41
H 0.428 -4.028 -2.473 -0.38
H 0.677 -4.915 -3.874 0.61
H 2.930 -4.358 -2.839 0.41
H 2.830 -6.003 -2.722 0.54
H 1.912 -4.058 -0.506 -0.34
H 3.438 -4.978 -0.605 0.43
H 1.762 -6.192 0.879 0.45
H 2.095 -7.027 -0.612 0.60
H -0.568 -7.703 0.796 0.41
H 0.405 -8.369 -0.610 0.37
H -1.285 -7.785 -0.793 0.44
C 6.271 3.537 5.400 -1.36
C 6.328 2.650 4.105 -0.31
C 5.329 3.217 3.085 -0.68
N 4.568 2.063 2.326 0.45
C 3.705 2.814 1.358 -1.47
C 2.982 1.886 0.394 0.86
C 3.944 0.968 -0.301 0.38
C 4.763 0.117 0.671 -0.01
C 5.498 1.034 1.682 -1.01
C 3.598 1.410 3.398 -0.40
H 6.242 4.613 5.228 0.33
H 7.071 3.227 6.072 0.41
H 5.280 3.349 5.812 0.31
H 6.142 1.612 4.384 0.21
H 7.351 2.652 3.729 0.51
H 5.896 3.746 2.320 0.38
H 4.593 3.868 3.558 0.52
H 4.336 3.407 0.697 0.60
H 3.083 3.559 1.854 0.31
H 2.483 2.418 -0.416 0.44
H 2.158 1.421 0.935 -0.53
H 4.671 1.526 -0.890 0.30
H 3.239 0.327 -0.831 -0.47
H 5.561 -0.422 0.159 0.65
H 4.326 -0.797 1.073 -0.70
H 6.271 1.679 1.264 0.40
H 5.953 0.368 2.415 0.53
H 4.267 0.884 4.079 0.50
H 3.041 0.660 2.836 -0.28
H 2.842 2.050 3.852 0.21
C 1.428 1.708 7.905 -1.48
C 0.677 1.774 6.554 0.74
C -0.818 1.401 6.713 -0.73
N -1.713 1.404 5.378 0.24
C -3.083 0.679 5.601 -0.60
C -3.735 0.293 4.179 -1.17
C -2.880 -0.316 3.136 0.37
C -1.710 0.641 2.882 0.66
C -0.887 0.920 4.160 -1.81
C -2.101 2.869 5.095 -1.09
H 2.454 1.616 7.546 0.38
H 1.110 0.858 8.508 0.39
H 1.278 2.577 8.545 0.40
H 1.196 1.137 5.838 -0.48
H 0.809 2.823 6.289 0.23
H -1.345 1.976 7.473 0.45
H -0.833 0.373 7.074 0.45
H -2.700 -0.204 6.112 0.43
H -3.751 1.226 6.266 0.46
H -4.633 -0.271 4.430 0.59
H -4.233 1.152 3.729 0.36
H -2.492 -1.280 3.462 0.29
H -3.416 -0.510 2.207 -0.68
H -0.951 0.238 2.212 0.30
H -2.128 1.553 2.456 -0.13
H -0.571 -0.033 4.585 0.55
H -0.065 1.618 3.995 0.44
H -1.195 3.402 4.808 0.40
H -2.542 3.276 6.005 0.42
H -2.843 3.016 4.310 0.40
Cl 0.591 -1.175 -0.076 -1.37
B 5.849 -3.248 1.290 0.10
F 6.512 -4.484 1.534 -0.39
F 4.667 -3.261 0.503 -0.05
F 5.624 -2.694 2.525 -0.29
F 6.752 -2.397 0.657 -0.34
```

Values from the calculation:
Electronic energy in Ha: -4159.7687
Largest force on an atom in Eh/bohr: 0.0716
Lowest unoccupied orbital energy in eV: -10.92
Multiplicity: 1
Net charge: +6
Gap between HOMO and LUMO in eV: 8.127